Entry 1:
C5H12FNP | ωB97M-V/def2-TZVPD

Values from the calculation:
total charge	+1
frontier orbital gap	7.14	eV
HOMO energy	-12.8	eV

CARTESIAN COORDINATES (ANGSTROEM)
C: -0.77 0.92 -0.79
C: -0.35 1.00 -2.33
C: 1.15 -0.40 -1.26
C: 0.12 -0.17 -0.25
C: -1.40 -0.19 2.21
N: 1.02 0.67 -2.24
F: 1.54 -1.07 3.14
P: -0.54 -1.31 0.90
H: -0.36 1.90 -0.48
H: -1.75 0.67 -0.42
H: -0.97 0.17 -2.78
H: -0.58 1.98 -2.81
H: 2.13 -0.36 -0.81
H: 1.07 -1.37 -1.61
H: -0.66 0.57 2.68
H: -1.84 -0.95 2.86
H: -2.16 0.31 1.66
H: 1.66 0.70 -3.05
H: 2.06 -1.31 3.87
H: 0.61 -1.75 1.49

=====

Entry 2:
C12H22BF4N5O2Re | ωB97M-V/def2-TZVPD

Values from the calculation:
total charge	+2
2S+1	4
frontier orbital gap (alpha / beta)	8.36 / 6.80	eV
HOMO energy (alpha / beta)	-14.3 / -14.6	eV

CARTESIAN COORDINATES (ANGSTROEM)
Re: 0.29 1.12 -0.06
N: 0.15 0.10 1.79
C: -0.70 -1.14 1.62
C: -0.58 -2.11 2.82
C: -0.18 -3.58 2.65
C: 1.19 -3.93 2.07
N: 1.14 -4.31 0.66
C: 0.65 -5.47 0.23
N: 0.17 -5.55 -1.02
N: 0.64 -6.55 1.00
C: -0.45 -1.69 0.21
O: -0.75 -2.81 -0.11
O: 0.05 -0.79 -0.62
H: 1.04 -0.14 2.22
H: -0.32 0.73 2.45
H: -1.72 -0.76 1.59
H: -1.54 -2.12 3.33
H: 0.11 -1.63 3.53
H: -0.94 -4.11 2.08
H: -0.23 -3.99 3.67
H: 1.64 -4.76 2.63
H: 1.91 -3.12 2.17
H: 1.06 -3.56 -0.01
H: -0.15 -4.70 -1.47
H: -0.20 -6.42 -1.37
H: 1.09 -6.56 1.90
H: 0.24 -7.42 0.68
F: -2.73 3.85 0.16
B: -2.13 2.83 -0.34
F: -2.00 1.66 0.38
F: 0.20 2.99 0.34
F: -1.72 2.77 -1.59
C: 1.45 1.62 -2.95
C: 2.53 1.39 -1.96
C: 3.96 1.44 -2.15
C: 4.52 1.22 -0.93
C: 3.44 1.05 0.00
C: 3.54 0.84 1.47
N: 2.25 1.14 -0.66
H: 1.59 0.97 -3.82
H: 1.48 2.65 -3.31
H: 0.45 1.43 -2.56
H: 4.45 1.63 -3.09
H: 5.56 1.19 -0.68
H: 4.50 1.19 1.84
H: 3.48 -0.23 1.71
H: 2.75 1.38 1.99

=====

Entry 3:
C14H21N2O9PSi2 | ωB97M-V/def2-TZVPD

Values from the calculation:
frontier orbital gap	6.81	eV
HOMO energy	-8.4	eV

CARTESIAN COORDINATES (ANGSTROEM)
C: 0.06 -1.32 0.91
C: 0.25 0.19 0.87
N: -0.86 0.94 0.28
Si: -1.22 0.76 -1.41
O: -0.01 -0.04 -2.23
Si: 0.56 0.65 -3.64
P: 2.31 1.98 -3.18
N: 2.74 2.75 -4.50
H: -0.98 -1.51 1.13
H: 0.35 -1.79 -0.01
H: 0.62 -1.72 1.74
H: 1.18 0.45 0.38
H: 0.35 0.52 1.89
H: -1.71 0.75 0.80
H: -2.46 -0.03 -1.57
H: -1.43 2.09 -2.01
H: 1.01 -0.41 -4.56
H: -0.45 1.49 -4.31
H: 1.88 2.83 -2.14
H: 3.32 1.15 -2.64
H: 2.67 3.75 -4.34
C: 1.75 4.16 4.04
C: 2.97 4.54 4.42
C: 4.17 4.33 3.54
O: 5.25 4.72 3.95
C: 3.98 3.69 2.25
C: 2.75 3.31 1.87
C: 1.55 3.53 2.75
O: 0.46 3.16 2.34
O: 2.53 2.72 0.70
O: 3.23 5.11 5.58
H: 0.88 4.30 4.67
H: 4.85 3.54 1.63
H: 1.57 2.55 0.65
H: 4.20 5.29 5.59
C: -3.23 -3.45 -0.99
C: -4.15 -3.91 -1.86
C: -4.43 -5.37 -2.02
O: -5.29 -5.70 -2.82
C: -3.67 -6.32 -1.22
C: -2.75 -5.87 -0.35
C: -2.48 -4.40 -0.17
O: -1.65 -4.08 0.64
O: -2.02 -6.66 0.41
O: -4.87 -3.11 -2.63
H: -3.02 -2.40 -0.86
H: -3.87 -7.37 -1.35
H: -1.45 -6.07 0.94
H: -5.45 -3.70 -3.15

=====

Entry 4:
C8H22AgCl3N2O2 | ωB97M-V/def2-TZVPD

Values from the calculation:
total charge	-1
2S+1	2
frontier orbital gap (alpha / beta)	6.60 / 2.80	eV
HOMO energy (alpha / beta)	-4.5 / -4.4	eV

CARTESIAN COORDINATES (ANGSTROEM)
Ag: -0.08 1.56 3.01
Cl: 3.09 2.57 4.09
Cl: -0.51 -0.80 5.72
Cl: -2.05 4.21 4.49
C: 3.22 -2.50 0.65
C: 2.14 -1.60 0.03
C: 1.40 -2.27 -1.16
O: 0.88 -3.59 -0.95
C: 0.81 -4.37 -2.19
N: 1.10 -1.56 1.03
H: 3.72 -1.99 1.48
H: 3.99 -2.91 0.00
H: 2.76 -3.39 1.08
H: 2.54 -0.61 -0.17
H: 2.09 -2.14 -1.99
H: 0.55 -1.65 -1.45
H: 1.66 -4.30 -2.86
H: 0.04 -4.04 -2.88
H: 0.65 -5.40 -1.88
H: 0.62 -2.35 0.62
H: 1.43 -2.12 1.81
C: -1.33 4.00 -1.73
C: -1.39 3.17 -0.54
C: -2.22 1.93 -0.62
O: -2.28 1.38 0.72
C: -3.06 0.14 0.73
N: -0.09 2.86 -0.05
H: -0.63 4.80 -1.51
H: -2.24 4.50 -2.08
H: -0.97 3.60 -2.68
H: -1.87 3.82 0.19
H: -1.83 1.33 -1.44
H: -3.24 2.17 -0.92
H: -3.95 0.16 0.11
H: -3.36 -0.09 1.75
H: -2.46 -0.72 0.42
H: 0.42 3.73 0.01
H: 0.42 2.47 -0.83

=====

Entry 5:
C29H23BrCl3MoN6O3SSi | ωB97M-V/def2-TZVPD

Values from the calculation:
total charge	+1
frontier orbital gap (alpha / beta)	5.82 / 5.82	eV
HOMO energy (alpha / beta)	-10.5 / -10.5	eV

CARTESIAN COORDINATES (ANGSTROEM)
Mo: -0.88 1.33 0.50
Br: -2.18 -5.20 5.65
C: -0.73 -5.12 4.45
C: -0.96 -4.87 3.11
C: 0.10 -4.80 2.23
C: 1.41 -4.98 2.69
C: 1.62 -5.26 4.03
C: 0.56 -5.31 4.92
N: 2.59 -5.04 1.85
N: 2.71 -4.40 0.78
C: 1.92 -3.26 0.41
C: 1.45 -3.22 -0.87
C: 0.67 -2.14 -1.35
C: 0.40 -1.09 -0.53
O: -0.30 0.00 -0.89
C: 0.93 -1.08 0.77
N: 0.61 0.04 1.48
C: 1.10 0.13 2.70
C: 1.97 -0.82 3.25
C: 2.29 -1.94 2.53
C: 1.72 -2.13 1.26
H: -1.98 -4.73 2.76
H: -0.09 -4.64 1.17
H: 2.64 -5.42 4.37
H: 0.73 -5.52 5.97
H: 1.65 -4.07 -1.51
H: 0.27 -2.15 -2.36
H: 0.81 0.99 3.29
H: 2.37 -0.66 4.24
H: 3.00 -2.65 2.94
O: -2.96 5.43 1.79
C: -2.26 4.66 1.21
O: -0.95 4.56 1.43
C: -2.87 3.85 0.06
C: -3.75 4.61 -0.72
C: -4.26 4.09 -1.86
C: -4.03 2.74 -2.16
C: -4.55 2.12 -3.33
C: -4.41 0.78 -3.53
C: -3.81 0.00 -2.52
C: -3.27 0.57 -1.41
C: -3.29 1.97 -1.24
N: -2.59 2.58 -0.19
H: -3.96 5.63 -0.40
H: -4.88 4.69 -2.52
H: -5.08 2.74 -4.05
H: -4.79 0.32 -4.43
H: -3.79 -1.08 -2.63
H: -2.91 -0.06 -0.62
Cl: 0.20 3.25 3.77
Si: 0.09 3.29 1.72
Cl: -2.30 0.65 2.16
Cl: 1.92 4.01 1.12
S: 0.00 2.83 -1.49
C: 1.51 2.21 -2.07
N: 2.58 3.00 -2.07
C: 3.89 2.62 -2.60
C: 3.69 1.59 -3.70
C: 2.86 0.44 -3.14
N: 1.61 1.00 -2.60
H: 2.46 3.89 -1.60
H: 4.50 2.21 -1.80
H: 4.38 3.51 -2.98
H: 4.65 1.22 -4.05
H: 3.16 2.04 -4.54
H: 3.41 -0.08 -2.36
H: 2.60 -0.27 -3.92
H: 0.78 0.43 -2.53

=====

Entry 6:
C28H23BCrNO8 | ωB97M-V/def2-TZVPD

Values from the calculation:
total charge	+3
2S+1	3
frontier orbital gap (alpha / beta)	6.52 / 3.83	eV
HOMO energy (alpha / beta)	-17.5 / -17.1	eV

CARTESIAN COORDINATES (ANGSTROEM)
C: 6.81 0.27 -1.96
C: 5.78 0.69 -1.04
C: 5.73 1.68 -0.08
C: 4.41 1.64 0.46
C: 3.71 0.65 -0.20
B: 2.15 0.37 -0.48
N: 1.67 0.91 -1.94
C: 2.33 2.13 -2.43
C: 1.82 -0.27 -2.86
C: 2.34 -1.38 -1.99
O: 2.87 -2.41 -2.34
O: 2.08 -1.08 -0.66
C: 0.23 1.26 -1.62
C: 0.27 1.71 -0.18
O: -0.48 2.48 0.37
O: 1.30 1.07 0.48
O: 4.57 0.05 -1.10
H: 7.57 1.06 -2.02
H: 7.29 -0.65 -1.62
H: 6.40 0.10 -2.97
H: 6.53 2.36 0.19
H: 4.01 2.28 1.24
H: 1.70 2.59 -3.21
H: 2.47 2.84 -1.60
H: 3.30 1.87 -2.87
H: 0.85 -0.54 -3.32
H: 2.54 -0.05 -3.66
H: -0.12 2.07 -2.26
H: -0.43 0.39 -1.76
O: -7.27 0.40 1.57
C: -6.22 0.46 2.09
Cr: -4.58 0.20 3.01
C: -4.41 -1.29 1.87
O: -4.50 -2.23 1.19
C: -5.69 -0.92 4.07
O: -6.48 -1.63 4.55
C: -4.32 1.96 4.24
C: -4.15 2.29 2.89
C: -3.23 1.57 2.11
C: -2.34 0.63 2.70
C: -1.32 0.02 1.91
C: -0.46 -0.65 1.32
C: 0.31 -1.55 0.62
C: -0.33 -2.12 -0.54
C: 0.26 -3.20 -1.25
C: -0.29 -3.64 -2.44
C: -1.44 -3.03 -2.96
C: -2.08 -2.03 -2.24
C: -1.55 -1.61 -1.01
C: -2.70 0.17 3.99
C: -3.60 0.89 4.79
H: -5.03 2.52 4.86
H: -4.73 3.09 2.43
H: -3.12 1.78 1.04
H: 1.13 -2.07 1.09
H: 1.12 -3.70 -0.82
H: 0.19 -4.46 -2.97
H: -1.84 -3.35 -3.92
H: -3.01 -1.57 -2.59
H: -2.07 -0.86 -0.40
H: -2.19 -0.72 4.38
H: -3.76 0.59 5.82

=====

Entry 7:
C3H9N2O | ωB97M-V/def2-TZVPD

Values from the calculation:
total charge	+1
frontier orbital gap	10.79	eV
HOMO energy	-14.6	eV

CARTESIAN COORDINATES (ANGSTROEM)
C: -0.31 -1.68 -0.13
C: 0.90 -1.16 -0.02
C: 1.22 0.22 -0.12
N: 2.49 0.64 0.08
N: -2.12 0.97 -0.06
O: 0.37 1.11 -0.33
H: -0.44 -2.69 0.18
H: -1.18 -1.15 -0.51
H: 1.81 -1.55 0.43
H: 2.66 1.56 0.24
H: 3.19 -0.05 0.26
H: -2.55 1.68 -0.63
H: -2.06 1.30 0.89
H: -2.84 0.22 0.10
H: -1.14 0.57 -0.38

=====

Entry 8:
C5H8CsO3 | ωB97M-V/def2-TZVPD

Values from the calculation:
2S+1	2
frontier orbital gap (alpha / beta)	5.31 / 5.85	eV
HOMO energy (alpha / beta)	-6.6 / -7.1	eV

CARTESIAN COORDINATES (ANGSTROEM)
C: 3.93 -2.24 1.89
C: 5.14 -2.52 2.55
H: 4.02 -2.13 0.81
H: 3.39 -1.36 2.27
H: 5.90 -3.15 2.09
H: 5.26 -2.32 3.62
O: 0.34 -3.70 -2.12
C: 0.12 -3.46 -0.91
O: -0.91 -2.91 -0.46
Cs: -3.13 -2.90 -3.96
O: 1.12 -3.80 -0.06
C: 1.06 -3.33 1.28
C: 2.35 -3.66 1.97
H: 0.20 -3.80 1.80
H: 0.87 -2.24 1.28
H: 2.22 -3.76 3.05
H: 2.84 -4.56 1.58

=====

Entry 9:
C56H74N10O12 | ωB97M-V/def2-TZVPD

Values from the calculation:
frontier orbital gap	8.11	eV
HOMO energy	-7.8	eV

CARTESIAN COORDINATES (ANGSTROEM)
C: 0.71 -1.38 2.03
C: -0.07 -0.21 1.42
C: 0.85 0.85 0.78
O: 0.41 0.87 -0.59
C: -0.50 -0.05 -0.83
O: -0.95 -0.27 -1.92
O: -0.77 -0.74 0.28
H: 0.04 -2.03 2.59
H: 1.38 -0.97 2.78
H: 1.14 -1.91 1.19
H: -0.87 0.24 2.02
H: 1.92 0.60 0.73
H: 0.82 1.84 1.23
C: -2.87 -2.34 -5.04
C: -2.16 -1.14 -5.60
C: -0.98 -0.65 -4.84
O: -0.11 -0.12 -5.84
C: -0.36 -0.77 -6.97
O: 0.31 -0.76 -7.96
O: -1.54 -1.44 -6.90
H: -3.23 -2.23 -4.02
H: -2.30 -3.26 -5.20
H: -3.77 -2.49 -5.65
H: -2.84 -0.32 -5.87
H: -0.47 -1.43 -4.27
H: -1.22 0.19 -4.19
C: -1.39 4.81 5.73
C: -2.17 4.46 4.47
C: -2.36 5.59 3.48
O: -2.14 5.00 2.22
C: -1.42 3.86 2.38
O: -0.97 3.25 1.47
O: -1.34 3.55 3.69
H: -0.47 5.33 5.48
H: -1.17 3.91 6.30
H: -1.94 5.49 6.39
H: -3.09 3.94 4.73
H: -1.70 6.45 3.60
H: -3.40 5.92 3.54
C: 1.67 -3.11 -3.84
C: 2.84 -3.34 -2.92
C: 4.04 -2.44 -3.25
O: 4.10 -1.55 -2.11
C: 3.27 -1.97 -1.16
O: 3.24 -1.62 -0.01
O: 2.46 -2.95 -1.60
H: 1.89 -3.44 -4.86
H: 1.48 -2.04 -3.90
H: 0.74 -3.54 -3.46
H: 3.14 -4.38 -2.84
H: 3.90 -1.92 -4.19
H: 5.01 -2.93 -3.30
N: 2.54 2.09 -3.29
C: 2.07 0.84 -3.66
C: 2.80 0.48 -4.78
C: 3.56 1.59 -5.19
C: 3.37 2.57 -4.25
H: 2.23 2.64 -2.50
H: 1.31 0.35 -3.08
H: 2.66 -0.41 -5.39
H: 4.18 1.64 -6.07
H: 3.88 3.52 -4.15
N: 3.95 1.74 2.76
C: 4.00 3.08 2.61
C: 2.78 3.60 2.98
C: 2.03 2.52 3.52
C: 2.78 1.38 3.36
H: 4.68 1.10 2.47
H: 4.87 3.56 2.20
H: 2.57 4.66 2.95
H: 1.03 2.59 3.92
H: 2.61 0.39 3.75
N: -4.47 -0.17 -0.16
C: -4.19 0.34 1.07
C: -5.07 -0.23 1.98
C: -5.91 -1.11 1.23
C: -5.52 -1.03 -0.08
H: -4.02 0.13 -1.01
H: -3.42 1.07 1.24
H: -5.17 0.00 3.03
H: -6.65 -1.80 1.59
H: -5.94 -1.54 -0.92
N: -2.94 -5.39 -2.74
C: -1.66 -4.90 -2.58
C: -1.85 -3.74 -1.86
C: -3.18 -3.54 -1.52
C: -3.85 -4.63 -2.06
H: -3.14 -6.20 -3.30
H: -0.78 -5.38 -2.97
H: -1.01 -3.11 -1.62
H: -3.58 -2.71 -0.96
H: -4.88 -4.92 -2.14
N: -3.58 -2.80 2.47
C: -2.54 -3.60 2.13
C: -2.30 -4.47 3.16
C: -3.28 -4.19 4.16
C: -4.02 -3.10 3.73
H: -3.85 -1.96 1.96
H: -2.06 -3.50 1.17
H: -1.54 -5.23 3.26
H: -3.38 -4.68 5.11
H: -4.86 -2.54 4.10
N: 2.42 -4.00 4.57
C: 1.58 -4.51 3.63
C: 2.10 -5.69 3.15
C: 3.33 -5.89 3.84
C: 3.47 -4.88 4.75
H: 2.34 -3.20 5.16
H: 0.65 -4.02 3.40
H: 1.72 -6.32 2.36
H: 4.03 -6.71 3.82
H: 4.29 -4.68 5.42
N: 0.71 4.76 -2.57
C: 1.95 5.33 -2.51
C: 2.53 5.04 -1.29
C: 1.63 4.18 -0.61
C: 0.56 3.96 -1.47
H: 0.04 4.87 -3.31
H: 2.32 5.93 -3.33
H: 3.47 5.45 -0.95
H: 1.66 3.71 0.36
H: -0.31 3.34 -1.33
N: -1.89 -1.27 5.06
C: -0.55 -1.52 5.14
C: 0.09 -0.31 5.32
C: -0.90 0.69 5.27
C: -2.11 0.07 5.00
H: -2.55 -2.04 4.93
H: -0.24 -2.55 5.06
H: 1.15 -0.15 5.45
H: -0.68 1.74 5.31
H: -3.12 0.44 4.92
N: -4.52 3.33 -3.60
C: -3.84 3.53 -2.44
C: -3.19 2.35 -2.07
C: -3.55 1.40 -3.09
C: -4.31 2.06 -4.03
H: -4.98 4.04 -4.14
H: -3.78 4.48 -1.95
H: -2.53 2.27 -1.23
H: -3.24 0.36 -3.08
H: -4.79 1.75 -4.94
N: 5.17 2.48 -1.01
C: 5.29 1.32 -0.34
C: 6.55 1.27 0.21
C: 7.24 2.38 -0.30
C: 6.37 3.14 -1.09
H: 4.33 2.78 -1.49
H: 4.48 0.61 -0.26
H: 6.85 0.50 0.90
H: 8.27 2.65 -0.11
H: 6.46 4.09 -1.58